Entry 1:
{"formula": "C6H10O8S", "method": "ωB97M-V with the def2-TZVPD basis set", "total_energy_ev": -33596.773, "relative_energy_kcal_mol": 28.0, "homo_energy_ev": -8.2, "lumo_energy_ev": 0.407, "spin_multiplicity": 1, "elements": ["C", "C", "C", "C", "C", "C", "O", "O", "O", "O", "O", "O", "O", "O", "S", "H", "H", "H", "H", "H", "H", "H", "H", "H", "H"], "coordinates": [[0.3014, -3.3133, 0.5783], [1.3617, 0.3094, -0.3772], [2.1657, 0.9278, 0.5224], [-2.5785, 0.0232, 0.0577], [0.0084, -0.3087, -0.1202], [-1.2043, 0.6268, -0.4215], [-0.4201, -4.0150, 0.0315], [1.5649, 0.3480, -1.7633], [2.0224, 0.9827, 1.8427], [-2.5178, -0.6050, 1.3141], [-0.0302, -0.7641, 1.1790], [-0.1988, -1.4916, -0.8296], [-0.9322, 1.8588, 0.2835], [-1.3455, 0.7966, -1.7932], [3.6455, 1.6829, -0.0183], [-2.8063, -0.6302, -0.8329], [-3.2221, 0.8274, 0.1815], [2.5143, 0.6108, -1.8008], [1.2422, 0.5576, 2.1793], [-1.6603, -1.0903, 1.3575], [0.5616, -1.6324, 1.2149], [-0.3580, -1.2269, -1.7599], [-1.6686, 2.5013, 0.2003], [-0.6101, 1.0748, -2.3703], [4.1646, 1.9496, 1.1446]], "nbo_charge": [0.52, 0.09, 0.15, -0.08, 0.45, 0.46, -0.47, -0.70, -0.68, -0.73, -0.77, -0.73, -0.74, -0.75, -0.02, 0.17, 0.18, 0.49, 0.52, 0.49, 0.50, 0.50, 0.48, 0.51, 0.16]}


Entry 2:
{"formula": "C23H18CuN4Te", "method": "ωB97M-V with the def2-TZVPD basis set", "total_energy_ev": -82037.891, "homo_energy_ev": -3.7, "lumo_energy_ev": 2.273, "charge": -1, "spin_multiplicity": 1, "elements": ["Cu", "C", "C", "C", "C", "C", "C", "N", "C", "C", "C", "C", "C", "C", "N", "N", "C", "C", "C", "C", "C", "N", "H", "H", "H", "H", "H", "H", "H", "H", "H", "H", "H", "H", "H", "Te", "C", "C", "C", "C", "C", "C", "H", "H", "H", "H", "H"], "coordinates": [[0.9954, 0.2580, 0.1891], [-1.8689, 3.4813, 3.8956], [-1.7996, 2.0953, 3.8671], [-1.4108, 1.4284, 2.7133], [-1.0672, 2.1406, 1.5639], [-1.1314, 3.5360, 1.6014], [-1.5332, 4.1969, 2.7514], [-0.6136, 1.4611, 0.4215], [-1.2968, 1.5876, -0.7207], [-2.5896, 2.1852, -0.8758], [-3.1262, 2.3843, -2.1181], [-2.4593, 1.9895, -3.2986], [-1.2448, 1.3587, -3.1896], [-0.6971, 1.1078, -1.9277], [0.4705, 0.3986, -1.7137], [1.3583, 0.3683, -2.6318], [2.5623, -0.0880, -2.1125], [3.5465, -0.5849, -2.9810], [4.7729, -0.9149, -2.4680], [5.0014, -0.7638, -1.0944], [3.9741, -0.3091, -0.3048], [2.7734, 0.0536, -0.7921], [-2.1736, 3.9965, 4.7982], [-2.0496, 1.5188, 4.7500], [-1.3387, 0.3492, 2.6905], [-0.8584, 4.0965, 0.7149], [-1.5740, 5.2801, 2.7542], [-3.1218, 2.5069, 0.0096], [-4.0980, 2.8604, -2.1948], [-2.9091, 2.1607, -4.2675], [-0.7041, 1.0119, -4.0608], [3.3012, -0.6982, -4.0276], [5.5484, -1.2992, -3.1192], [5.9562, -0.9987, -0.6454], [4.0714, -0.2288, 0.7701], [1.3457, -1.3247, 2.2353], [0.2944, -2.9720, 1.4215], [-0.7533, -2.7705, 0.5173], [-1.4643, -3.8413, -0.0067], [-1.1516, -5.1434, 0.3625], [-0.1143, -5.3565, 1.2595], [0.6013, -4.2852, 1.7797], [-1.0095, -1.7610, 0.2154], [-2.2671, -3.6506, -0.7099], [-1.7070, -5.9789, -0.0461], [0.1454, -6.3675, 1.5539], [1.4139, -4.4751, 2.4707]], "nbo_charge": [0.89, -0.27, -0.21, -0.26, 0.26, -0.28, -0.21, -0.72, 0.19, -0.29, -0.19, -0.31, -0.19, 0.06, -0.28, -0.29, 0.31, -0.25, -0.18, -0.30, 0.07, -0.55, 0.20, 0.20, 0.24, 0.21, 0.20, 0.22, 0.20, 0.20, 0.22, 0.22, 0.21, 0.21, 0.22, -0.36, -0.20, -0.26, -0.20, -0.26, -0.22, -0.26, 0.22, 0.20, 0.20, 0.20, 0.21]}


Entry 3:
{"formula": "C5H13NO2", "method": "ωB97M-V with the def2-TZVPD basis set", "total_energy_ev": -10981.343, "relative_energy_kcal_mol": 12.4, "homo_energy_ev": -9.6, "lumo_energy_ev": 0.432, "spin_multiplicity": 1, "smiles": "CCCCC(N)=O.O", "elements": ["C", "C", "C", "C", "C", "N", "O", "H", "H", "H", "H", "H", "H", "H", "H", "H", "H", "H", "H", "H", "O"], "coordinates": [[0.2778, 2.7732, 0.2848], [-0.8317, 2.0455, 0.9502], [-0.9817, 0.5417, 0.6193], [0.0192, -0.3545, 1.3613], [-0.0020, -1.7612, 0.7359], [0.5913, -1.8357, -0.4983], [-0.4883, -2.6916, 1.3287], [0.3132, 3.8358, 0.5418], [0.3482, 2.7414, -0.8053], [1.2472, 2.4334, 0.6734], [-0.6953, 2.1409, 2.0391], [-1.8147, 2.5017, 0.8240], [-1.9992, 0.2354, 0.8544], [-0.9317, 0.4737, -0.4724], [0.9892, 0.1483, 1.2614], [-0.1587, -0.4419, 2.4274], [0.7683, -2.7069, -0.9734], [0.9166, -0.9908, -0.9017], [1.8218, 0.6505, -4.0098], [0.8986, 1.0131, -2.8323], [0.9482, 0.4466, -3.6379]], "nbo_charge": [-0.61, -0.40, -0.39, -0.50, 0.68, -0.83, -0.60, 0.22, 0.19, 0.20, 0.20, 0.21, 0.22, 0.19, 0.20, 0.24, 0.41, 0.39, 0.47, 0.47, -0.94]}


Entry 4:
{"formula": "C37H34N3O5PRuS2Te2", "method": "ωB97M-V with the def2-TZVPD basis set", "total_energy_ev": -101759.393, "relative_energy_kcal_mol": 71.8, "homo_energy_ev": [-5.0, -5.1], "lumo_energy_ev": [1.321, 1.912], "charge": -1, "spin_multiplicity": 2, "elements": ["Ru", "S", "C", "S", "C", "C", "N", "C", "N", "C", "C", "C", "C", "C", "O", "C", "C", "C", "C", "C", "C", "C", "O", "C", "C", "C", "N", "C", "C", "Te", "C", "C", "C", "C", "C", "C", "C", "C", "C", "C", "C", "C", "H", "H", "H", "H", "H", "H", "H", "H", "H", "H", "H", "H", "H", "H", "H", "H", "H", "H", "H", "H", "H", "H", "H", "H", "C", "C", "O", "P", "O", "Te", "O", "C", "C", "H", "H", "H", "H", "H", "H", "H", "H", "H", "H"], "coordinates": [[-0.2930, -1.2462, 1.5925], [-1.0863, -1.5561, 3.9799], [-0.2078, -3.0240, 4.0947], [0.3921, -3.6432, 2.6130], [0.0431, -3.6527, 5.3039], [-0.4604, -3.1586, 6.5326], [-0.8474, -2.7857, 7.5533], [0.8810, -4.7933, 5.3787], [1.5796, -5.7080, 5.4601], [2.9049, 0.1678, -4.9932], [2.0712, 0.0277, -3.7438], [0.6864, 0.1256, -3.7866], [-0.0891, -0.0134, -2.6524], [-1.5588, -0.1156, -2.8288], [-2.1794, -1.0820, -2.4572], [-2.2596, 0.9796, -3.5706], [-3.5584, 0.7433, -4.0184], [-4.2568, 1.7281, -4.6945], [-3.6614, 2.9613, -4.9303], [-2.3744, 3.2088, -4.4751], [-1.6748, 2.2235, -3.7947], [0.5170, -0.1909, -1.3457], [-0.1701, -0.0505, -0.2679], [1.9393, -0.4190, -1.3424], [2.6584, -0.2811, -2.5366], [2.6468, -0.8791, -0.1516], [2.0805, -1.2115, 0.9524], [2.8857, -1.6991, 2.0722], [2.6318, -0.9124, 3.3579], [3.6228, 1.0080, 3.2707], [2.1688, 2.1674, 2.2456], [2.5670, 2.8866, 1.1252], [1.7149, 3.8150, 0.5514], [0.4807, 4.0654, 1.1281], [0.0773, 3.3404, 2.2382], [0.8995, 2.3573, 2.7763], [4.1367, -0.9953, -0.2994], [4.7403, -2.2457, -0.3819], [6.1165, -2.3498, -0.5140], [6.8987, -1.2055, -0.5699], [6.3008, 0.0439, -0.4880], [4.9254, 0.1483, -0.3512], [2.2913, 0.4902, -5.8338], [3.3718, -0.7846, -5.2545], [3.7021, 0.8990, -4.8477], [0.2014, 0.2651, -4.7479], [-3.9971, -0.2234, -3.8087], [-5.2706, 1.5448, -5.0275], [-4.2002, 3.7316, -5.4679], [-1.9190, 4.1778, -4.6371], [-0.6797, 2.4182, -3.4187], [3.7283, -0.4438, -2.5271], [3.9611, -1.6720, 1.8855], [2.5971, -2.7416, 2.2173], [3.0259, -1.4402, 4.2242], [1.5658, -0.7362, 3.5082], [3.5614, 2.7428, 0.7203], [2.0249, 4.3670, -0.3281], [-0.1563, 4.8416, 0.7233], [-0.8770, 3.5424, 2.6989], [0.5813, 1.8218, 3.6649], [4.1246, -3.1361, -0.3409], [6.5796, -3.3270, -0.5669], [7.9713, -1.2854, -0.6935], [6.9070, 0.9398, -0.5326], [4.4529, 1.1202, -0.2947], [-6.3863, -2.0145, 2.9223], [-5.3503, -1.9706, 1.8132], [-4.2989, -1.0897, 2.1978], [-3.1187, -0.7503, 1.1445], [-2.2620, 0.2619, 1.8150], [-2.1454, -2.7990, 0.3721], [-3.9592, -0.1481, -0.1040], [-4.5781, 1.1308, 0.1088], [-3.7569, 2.2398, -0.5232], [-7.3309, -2.3893, 2.5274], [-6.5402, -1.0130, 3.3230], [-6.0582, -2.6685, 3.7289], [-5.7998, -1.6127, 0.8813], [-4.9360, -2.9668, 1.6252], [-4.6931, 1.3090, 1.1822], [-5.5750, 1.0748, -0.3369], [-2.7130, 2.0889, -0.2521], [-4.0954, 3.2132, -0.1642], [-3.8404, 2.2128, -1.6087]], "mulliken_spin": [1.16, -0.09, 0.00, -0.12, 0.01, 0.00, 0.00, 0.00, 0.00, 0.00, -0.01, 0.01, -0.01, 0.00, 0.00, 0.00, 0.00, 0.00, 0.00, 0.00, 0.00, 0.02, 0.03, -0.03, 0.01, 0.01, 0.06, -0.03, 0.05, 0.00, 0.00, 0.00, 0.00, 0.00, 0.00, 0.01, 0.00, 0.00, 0.00, 0.00, 0.00, 0.00, 0.00, 0.00, 0.00, 0.00, 0.00, 0.00, 0.00, 0.00, 0.00, 0.00, 0.00, 0.00, 0.00, -0.02, 0.00, 0.00, 0.00, 0.00, 0.00, 0.00, 0.00, 0.00, 0.00, 0.00, 0.00, 0.00, 0.00, 0.01, 0.04, -0.10, 0.00, 0.00, 0.00, 0.00, 0.00, 0.00, 0.00, 0.00, 0.00, 0.00, 0.00, 0.00, 0.00]}


Entry 5:
{"formula": "C5H8O", "method": "ωB97M-V with the def2-TZVPD basis set", "total_energy_ev": -7357.649, "relative_energy_kcal_mol": 106.2, "homo_energy_ev": [-8.1, -8.1], "lumo_energy_ev": [0.618, 0.617], "spin_multiplicity": 1, "elements": ["O", "C", "C", "C", "C", "C", "H", "H", "H", "H", "H", "H", "H", "H"], "coordinates": [[1.3047, -0.0367, 1.8646], [0.6931, -0.0637, 0.6275], [-0.7638, -0.3586, 0.7857], [-0.7789, 0.0951, -0.6724], [0.3281, 1.1023, -0.3802], [-0.0525, -1.0281, -1.2817], [2.2294, 0.2327, 1.9278], [-1.2202, 0.3466, 1.4888], [-1.0362, -1.3908, 1.0264], [-1.6037, 0.6145, -1.1487], [0.8882, 1.4130, -1.2784], [-0.0892, 1.9979, 0.1127], [-0.4621, -2.0363, -1.1439], [0.3208, -0.8836, -2.3075]], "nbo_charge": [-0.70, 0.39, -0.46, -0.30, -0.43, -0.39, 0.49, 0.20, 0.21, 0.22, 0.21, 0.19, 0.19, 0.19]}


Entry 6:
{"formula": "C9H13NO", "method": "ωB97M-V with the def2-TZVPD basis set", "total_energy_ev": -13081.186, "relative_energy_kcal_mol": 20.4, "homo_energy_ev": -9.1, "lumo_energy_ev": 0.852, "spin_multiplicity": 1, "smiles": "Cc1ccccc1.CC(N)=O", "elements": ["C", "C", "C", "C", "C", "C", "C", "H", "H", "H", "H", "H", "H", "H", "H", "C", "C", "O", "N", "H", "H", "H", "H", "H"], "coordinates": [[-0.0501, 1.9029, -1.4227], [-2.5665, 0.7299, 1.0957], [-1.8240, 0.4611, 2.2317], [-2.0967, 1.2058, -0.1338], [-0.7219, 1.3579, -0.1980], [-0.4281, 0.5681, 2.0620], [0.1171, 0.8752, 0.8032], [-3.6628, 0.7083, 1.0304], [-2.2699, 0.2176, 3.1793], [-2.7678, 1.4325, -0.9569], [0.1676, 0.3407, 2.9442], [0.6105, 2.7511, -1.3541], [-0.8547, 2.1795, -2.1288], [1.1741, 1.0230, 0.6545], [0.3997, 1.1179, -2.0319], [2.0165, -2.2157, -2.1116], [1.7651, -1.4669, -0.8376], [2.4929, -0.8385, -0.1017], [0.4878, -1.8009, -0.3181], [3.0916, -2.3045, -2.2560], [1.5190, -1.7521, -2.9707], [0.0120, -1.2659, 0.3840], [0.0259, -2.5958, -0.7271], [1.6125, -3.2206, -1.9501]], "nbo_charge": [-0.64, -0.20, -0.25, -0.23, 0.01, -0.18, -0.26, 0.21, 0.22, 0.22, 0.22, 0.23, 0.21, 0.25, 0.22, -0.71, 0.68, -0.60, -0.87, 0.24, 0.24, 0.42, 0.38, 0.22]}